Model w:
5
Properties=species:S:1:pos:R:3 method="wB97M-V/def2-TZVPD" molar_mass_da=207.789 lumo_ev=-1.9 total_charge=0
P 0.527 0.173 0.802
O 0.879 0.674 -0.667
Br -1.632 0.937 1.215
Br 0.058 -2.481 -0.087
H 0.168 0.697 -1.262



Model x:
5
Properties=species:S:1:pos:R:3 method="wB97M-V/def2-TZVPD" smiles="O=PBr.Br" molar_mass_da=207.789 lumo_ev=-1.3 total_charge=0
Br 2.506 -0.371 -0.268
P -2.813 0.592 0.280
O -1.959 1.571 0.896
H 3.790 -0.541 -0.850
Br -1.524 -1.251 -0.058



model x is preferred energetically. Next in line: 8.2 kJ/mol higher.



Model w:
15
Properties=species:S:1:pos:R:3 method="wB97M-V/def2-TZVPD" smiles="[H]/N=C(Br)/C(C)=C/C" molar_mass_da=162.030 lumo_ev=0.6 total_charge=0
H 0.595 1.777 0.280
N -1.527 1.903 0.010
C -0.361 -1.576 -0.241
C -0.405 -0.063 0.038
C -1.598 0.708 0.047
H 0.709 -1.863 -0.345
C 0.703 0.736 0.196
C 2.080 0.196 0.174
H 2.388 0.513 1.209
H -2.411 2.477 -0.207
Br -3.295 -0.381 0.052
H 2.760 0.584 -0.604
H -0.833 -2.310 0.521
H -0.844 -1.705 -1.231
H 2.040 -0.998 0.102



Model x:
15
Properties=species:S:1:pos:R:3 method="wB97M-V/def2-TZVPD" smiles="N/C=C/Br.C=C=C" molar_mass_da=162.030 lumo_ev=0.7 total_charge=0
H -0.031 -3.243 0.318
C -0.310 -2.178 0.316
H -1.008 0.070 1.324
H 1.777 -0.179 -1.290
H -2.292 2.015 -0.743
C 0.571 -1.324 -0.136
H 2.003 0.091 0.534
C 1.590 -0.479 -0.319
N -0.118 1.854 0.929
H 0.377 1.594 1.759
Br -3.402 -0.427 -0.332
H -0.238 2.618 0.255
C -1.201 0.991 0.802
C -2.168 1.073 -0.092
H -1.277 -1.972 0.619



model w is preferred energetically. Next in line: 177.7 kJ/mol higher.



Model w:
49
Properties=species:S:1:pos:R:3 method="wB97M-V/def2-TZVPD" smiles="CCOC(=O)N1CCN(C(=O)CSc2nnc(Cc3ccccc3)o2)CC1" molar_mass_da=390.465 lumo_ev=0.7 total_charge=0
H -1.244 -1.604 -5.380
H -2.928 -1.712 -4.791
H 0.178 -2.067 0.697
C -1.481 -1.420 -1.210
H 2.212 -1.060 6.525
H -0.082 0.712 -4.871
C 2.758 1.186 2.569
C -1.222 2.482 -5.277
N 2.908 -0.253 2.495
H 0.407 0.629 6.385
H -0.355 3.126 -5.314
H 3.502 1.626 1.900
H -0.309 -0.939 6.787
C 2.865 -0.743 1.130
H -4.583 2.588 -5.572
C -0.572 -1.625 1.341
H 2.099 0.858 -0.140
C 1.521 -1.073 5.676
H 1.318 2.468 1.519
H -0.803 -2.296 2.168
C 1.717 -0.024 0.382
O 2.062 -2.211 3.285
S -2.125 -1.491 0.384
C -1.469 -1.327 -3.317
C 2.329 -1.043 3.454
H 1.347 -2.107 5.365
C -3.438 0.828 -5.175
C -1.981 -1.179 -4.698
C 0.213 -0.376 6.019
O -2.324 -1.330 -2.259
N -0.241 -1.405 -2.935
H -0.416 -0.307 5.135
O -0.830 0.129 2.912
H 2.954 1.520 3.586
H 2.700 -1.820 1.178
C -2.487 3.010 -5.474
N 0.768 0.457 1.365
H -4.306 0.185 -5.132
H 3.827 -0.548 0.649
H 0.673 1.712 2.998
O 2.170 -0.380 4.608
N -0.238 -1.468 -1.585
C -3.594 2.182 -5.422
C -2.173 0.294 -4.986
C -0.211 -0.278 1.948
C 1.319 1.562 2.132
C -1.064 1.130 -5.033
H 1.242 -0.666 -0.359
H -2.610 4.066 -5.665



Model x:
49
Properties=species:S:1:pos:R:3 method="wB97M-V/def2-TZVPD" smiles="CCCSc1nc2c(c(=O)[nH]c(=O)n2C)n1C[C@H](O)COc1ccccc1" molar_mass_da=390.465 lumo_ev=0.5 total_charge=0
H -0.282 4.500 0.609
C 0.680 -3.176 -0.503
C 1.286 0.198 0.558
H 1.333 -0.811 2.955
H 0.228 5.408 2.032
H 2.976 2.679 0.156
C 1.954 2.819 0.504
O -1.107 -2.962 2.042
C 0.318 4.456 1.516
H -1.287 2.198 0.206
H -0.081 3.676 2.161
H -2.501 -1.133 2.731
H 2.153 4.938 0.499
C 0.864 -1.792 -0.229
H 0.276 0.598 -3.409
H 0.885 -0.639 -4.549
H -0.437 -3.551 1.641
C 1.033 -0.165 -3.580
N 1.030 -1.074 0.943
H -2.612 0.009 -3.226
C 1.022 -0.864 -1.253
C 1.775 4.170 1.178
C -1.620 1.285 -0.260
H -0.390 -2.241 3.810
H 1.526 -2.484 2.360
N 1.296 0.358 -0.757
H 1.266 2.679 -0.327
O 0.618 -4.106 0.290
H 0.435 -4.356 -2.153
C -2.488 -1.079 -1.388
H -2.253 -1.944 0.550
C -1.941 1.238 -1.600
C -1.487 -0.719 2.784
C 0.668 -2.497 -2.922
C -1.715 0.137 0.528
H -1.858 2.133 -2.200
C -0.507 -1.921 2.758
N 0.589 -3.394 -1.871
S 1.606 1.461 1.684
N 0.918 -1.190 -2.567
H -1.366 -0.193 3.735
C -2.167 -1.046 -0.040
C 0.923 -1.573 2.287
O 0.540 -2.857 -4.068
H 2.021 0.293 -3.529
O -1.301 0.291 1.824
C -2.369 0.051 -2.175
H -2.828 -2.007 -1.824
H 2.377 4.201 2.088



model x is preferred energetically. Next in line: 149.5 kJ/mol higher.



Model w:
18
Properties=species:S:1:pos:R:3 method="wB97M-V/def2-TZVPD" molar_mass_da=183.038 lumo_ev=0.7 total_charge=0
C 2.459 1.497 1.102
H -2.852 -1.368 -1.501
C 0.222 0.668 0.401
O 1.605 0.829 0.216
H -0.423 -0.754 1.778
C -0.472 0.418 -1.733
H 3.167 1.634 0.338
H 2.760 0.909 1.974
H 2.038 2.445 1.402
Cl -0.652 2.006 1.166
C -1.814 -1.379 -1.253
Cl -2.276 -2.257 1.042
H -1.352 -2.371 -1.579
C -0.311 -0.725 0.699
N -1.684 -0.960 0.116
H 0.495 -1.365 0.130
H 0.237 1.262 -2.148
N -1.147 -0.490 -2.150



Model x:
18
Properties=species:S:1:pos:R:3 method="wB97M-V/def2-TZVPD" smiles="CO[C@@]1(Cl)C=NCN(Cl)C1" molar_mass_da=183.038 lumo_ev=0.8 total_charge=0
Cl -0.516 1.073 2.117
H 3.008 0.744 0.242
H 1.049 -0.932 -0.524
H -1.475 2.086 -0.731
H -2.835 -1.698 -0.904
N -0.957 -1.533 0.085
C 0.012 0.651 0.387
C 2.203 1.375 0.770
C -1.396 1.051 -0.698
H 0.762 -1.329 1.153
O 1.034 1.584 0.048
H 2.674 2.374 0.856
H 1.919 1.050 1.699
N -2.026 0.192 -1.271
Cl -0.582 -3.214 -0.167
H -1.376 -1.456 -2.104
C 0.286 -0.848 0.189
C -1.784 -1.170 -1.146



model x is preferred energetically. Next in line: 190.6 kJ/mol higher.



Model w:
24
Properties=species:S:1:pos:R:3 method="wB97M-V/def2-TZVPD" molar_mass_da=122.188 lumo_ev=-3.1 total_charge=+1
H -2.693 -0.765 0.836
O -2.847 -1.438 0.132
O -2.276 0.995 1.354
H 1.903 1.511 -1.772
H 2.610 0.386 0.898
C 0.852 -0.521 0.093
H -0.255 -2.985 0.790
H -0.323 -3.430 -0.765
H 0.772 3.382 -0.335
C 2.118 0.260 -0.072
H 1.406 -2.146 -1.239
H -2.413 1.153 2.289
H -2.915 1.143 0.660
C 1.920 1.667 -0.692
C 0.732 -1.676 -0.540
H -3.206 -0.950 -0.618
H 2.757 2.297 -0.412
C 0.591 2.309 -0.304
H 0.265 2.133 0.723
H 2.836 -0.342 -0.632
N -0.353 -2.626 -0.151
H -1.334 -2.248 -0.150
H 0.123 -0.281 0.859
H -0.271 2.170 -0.953



Model x:
24
Properties=species:S:1:pos:R:3 method="wB97M-V/def2-TZVPD" molar_mass_da=122.188 lumo_ev=-2.9 total_charge=+1
H 1.955 -0.945 -1.903
H -2.197 -2.725 1.605
H -1.472 2.509 -2.340
O -1.567 1.597 -2.035
H 2.425 1.326 -1.461
H 3.317 1.045 0.001
H 0.610 -1.179 1.527
H -1.295 0.008 -0.590
N -1.537 0.030 0.403
C 0.806 -0.144 1.248
C -0.492 0.667 1.255
C 1.479 -0.014 -0.089
H -0.869 0.845 2.259
O -1.739 -2.650 0.760
H -2.369 0.616 0.473
C 1.360 -0.971 -1.010
C 2.313 1.212 -0.380
H -0.324 1.652 0.824
H -1.759 -3.507 0.322
H 1.855 2.126 -0.040
H 1.411 0.300 2.038
H -1.612 -0.973 0.709
H -1.158 1.093 -2.751
H 0.859 -1.919 -0.828



model x is preferred energetically. Next in line: 78.7 kJ/mol higher.



Model w:
11
Properties=species:S:1:pos:R:3 method="wB97M-V/def2-TZVPD" smiles="O=C(S)n1ccnn1" molar_mass_da=129.144 lumo_ev=-0.3 total_charge=0
C 0.508 -0.141 -1.043
H 1.750 0.991 -2.361
C -0.873 -0.744 0.812
C 1.192 0.932 -1.437
S -1.543 -0.112 2.284
H -2.035 -1.318 2.669
N 0.512 1.389 0.603
O -1.070 -1.838 0.297
H 0.251 -1.104 -1.599
N 0.023 0.124 0.184
N 1.284 1.821 -0.408



Model x:
11
Properties=species:S:1:pos:R:3 method="wB97M-V/def2-TZVPD" molar_mass_da=129.144 lumo_ev="-0.1 / -0.8" total_charge=0
H -1.576 -2.304 -0.032
C -1.700 -1.242 -0.017
H 3.316 -0.145 0.170
H 2.997 1.694 -0.162
N 0.612 -0.550 0.067
N -1.245 0.987 0.030
S -3.212 -0.466 -0.027
C 2.652 0.689 -0.008
C -0.716 -0.261 0.020
O 1.369 0.568 -0.053
N -2.496 1.032 0.011



model w is preferred energetically. Next in line: 372.7 kJ/mol higher.